Below is a structure of composition C16H29FeO, with properties calculated with wB97M-V/def2-TZVPD.

Computed properties:
**<S²>**: 8.800
**LUMO energy (spin up / spin down)**: -6.86 / -9.93 eV
**Energy relative to the best compared isomer or geometry (same formula, charge and spin)**: 65.9 kcal per mole
**F_max**: 4.9 eV/Å
**2S+1**: 6
**Highest occupied orbital energy (spin up / spin down)**: -15.386 / -16.075 eV
**HOMO-LUMO gap (spin up / spin down)**: 0.3135 / 0.2257 hartree
**Charge**: +2

The geometry in XYZ format:
```
47
C16H29FeO wB97M-V/def2-TZVPD
C -0.040 -0.766 -2.191
H -0.503 -0.411 -3.122
H 1.027 -0.498 -2.372
H -1.299 0.433 -1.683
C -0.283 -2.307 -2.203
H 0.195 -2.878 -1.366
H -1.378 -2.427 -2.073
C 0.127 -2.904 -3.552
H 0.081 -3.988 -3.552
H -0.534 -2.549 -4.340
H 1.137 -2.619 -3.830
C 0.579 0.685 1.679
C 1.153 -0.593 1.355
C 1.916 -0.449 0.157
C 1.798 0.931 -0.272
C 0.947 1.622 0.670
C 0.674 3.077 0.708
C 2.593 1.587 -1.352
C 2.850 -1.455 -0.410
C 1.113 -1.782 2.244
C -0.140 1.008 2.933
Fe -0.297 0.015 -0.594
H 2.146 2.547 -1.664
H 3.612 1.796 -0.975
H 2.694 0.949 -2.248
H 0.865 3.535 -0.262
H -0.360 3.289 0.992
H 1.328 3.559 1.442
H -0.645 0.123 3.353
H 0.587 1.362 3.685
H -0.883 1.810 2.794
H 1.343 -2.697 1.686
H 1.870 -1.672 3.038
H 0.133 -1.905 2.731
H 2.871 -1.444 -1.505
H 3.864 -1.226 -0.057
H 2.595 -2.464 -0.078
C -3.824 -0.254 1.437
C -2.859 0.686 0.836
C -3.210 2.108 0.686
O -1.736 0.222 0.531
H -4.764 0.265 1.624
H -3.414 -0.636 2.384
H -3.990 -1.106 0.762
H -2.559 2.744 1.299
H -3.146 2.441 -0.357
H -4.238 2.238 1.029
```

Results of the Mulliken charge analysis, in e, for atoms 1 through 8: -0.41, 0.90, 0.01, 0.17, -0.22, 0.27, 0.33, -1.40

=====

Below is a structure of composition C16H29N5O6PPtS2, with properties calculated with wB97M-V/def2-TZVPD.

Computed properties:
**<S²>**: 6.017
**LUMO energy (spin up / spin down)**: -7.92 / -11.16 eV
**Energy relative to the best compared isomer or geometry (same formula, charge and spin)**: 7.4 kcal per mole
**F_max**: 0.6 eV/Å
**2S+1**: 5
**Highest occupied orbital energy (spin up / spin down)**: -16.139 / -17.922 eV
**HOMO-LUMO gap (spin up / spin down)**: 0.3019 / 0.2485 hartree
**Charge**: +3

The geometry in XYZ format:
```
60
C16H29N5O6PPtS2 wB97M-V/def2-TZVPD
Pt -0.112 -0.383 -0.931
O 3.050 -0.791 0.952
S 3.223 -1.088 -0.636
O 4.506 -0.682 -1.043
O 2.084 -0.422 -1.271
C 2.934 -2.801 -0.512
C 3.466 -3.778 -1.324
C 3.210 -5.101 -0.965
C 2.476 -5.408 0.173
C 1.946 -4.411 0.990
C 2.170 -3.105 0.613
S 1.801 -1.685 1.587
O -0.734 -3.472 0.877
O 2.003 -1.882 2.963
O 0.650 -0.893 1.171
H 4.087 -3.531 -2.175
H 3.621 -5.900 -1.569
H 2.331 -6.444 0.449
H 1.391 -4.650 1.885
C 2.892 6.114 0.703
C 1.754 5.096 0.838
C 0.816 5.151 -0.357
C 1.007 5.281 2.160
N 2.404 3.760 0.906
N 2.155 2.745 0.091
H 2.461 7.114 0.678
H 3.459 5.960 -0.214
H 3.571 6.067 1.555
H 0.309 6.115 -0.342
H 0.046 4.378 -0.311
H 1.350 5.095 -1.308
H 0.548 6.269 2.165
H 1.687 5.232 3.011
H 0.224 4.533 2.285
H 2.983 3.544 1.711
H 2.854 2.011 0.105
H 1.839 3.023 -0.832
C -3.669 0.125 -0.288
N -3.927 -1.035 0.639
C -4.719 -2.108 -0.150
N -3.955 -2.522 -1.266
C -3.655 -1.441 -2.166
N -2.958 -0.354 -1.441
C -1.852 0.317 -1.954
P -1.560 -2.560 0.047
C -2.668 -1.612 1.225
C -2.850 -3.419 -0.969
H -3.098 0.887 0.237
H -4.649 0.518 -0.575
H -4.511 -0.688 1.407
H -5.654 -1.634 -0.451
H -4.916 -2.926 0.540
H -4.581 -1.029 -2.579
H -3.020 -1.781 -2.980
H -1.879 1.399 -1.831
H -1.642 0.007 -2.980
H -2.104 -0.800 1.688
H -2.954 -2.314 2.012
H -3.205 -4.251 -0.354
H -2.440 -3.837 -1.887
```

Results of the Mulliken charge analysis, in e, for atoms 1 through 8: 1.10, -0.37, 1.09, -0.54, -0.68, 0.49, -0.77, -0.62

=====

Below is a structure of composition C16H29N8NiO9S, with properties calculated with wB97M-V/def2-TZVPD.

Computed properties:
**<S²>**: 2.004
**LUMO energy (spin up / spin down)**: -3.10 / -3.10 eV
**Energy relative to the best compared isomer or geometry (same formula, charge and spin)**: 5.2 kcal per mole
**F_max**: 1.3 eV/Å
**2S+1**: 3
**Highest occupied orbital energy (spin up / spin down)**: -11.504 / -11.512 eV
**HOMO-LUMO gap (spin up / spin down)**: 0.3088 / 0.3090 hartree
**Charge**: +1

The geometry in XYZ format:
```
64
C16H29N8NiO9S wB97M-V/def2-TZVPD
Ni -1.697 -0.329 1.871
O -2.247 0.989 5.752
C -1.579 0.664 4.666
O -2.011 0.913 3.547
C -0.237 0.058 5.000
O 0.379 -0.506 3.891
C 0.489 -1.932 3.895
C -0.714 -2.648 3.291
O -0.620 -3.846 3.110
O -1.752 -1.909 3.031
H -3.087 1.408 5.506
H -0.371 -0.642 5.826
H 0.375 0.889 5.365
H 0.632 -2.316 4.907
H 1.372 -2.185 3.314
C -3.684 3.418 -0.351
N -3.834 2.118 -0.997
C -4.115 2.099 -2.431
C -3.321 1.039 -0.350
N -2.802 1.073 0.832
N -3.413 -0.155 -1.051
C -3.096 -1.429 -0.594
N -3.655 -2.419 -1.340
N -2.307 -1.614 0.394
H -4.213 4.161 -0.938
H -2.636 3.722 -0.275
H -4.132 3.408 0.641
H -4.587 3.039 -2.700
H -4.832 1.321 -2.700
H -3.211 1.983 -3.034
H -2.813 1.994 1.243
H -3.897 -0.119 -1.929
H -4.480 -2.244 -1.888
H -3.525 -3.369 -1.035
H -2.224 -2.585 0.677
C 3.740 -1.220 -5.142
C 4.906 -0.655 -4.337
S 4.755 -0.964 -2.600
O 4.425 -2.353 -2.390
O 5.883 -0.378 -1.925
C 3.308 -0.033 -2.106
C 3.315 -0.046 -0.579
N 2.031 0.390 -0.015
C 1.105 -0.448 0.488
N 0.089 0.235 1.001
C 0.367 1.560 0.836
C 1.560 1.668 0.207
N 2.205 2.878 -0.211
O 3.198 2.778 -0.908
O 1.606 3.909 0.017
C 1.224 -1.932 0.466
H 3.964 -1.160 -6.206
H 2.819 -0.661 -4.966
H 3.570 -2.265 -4.886
H 5.022 0.427 -4.433
H 5.856 -1.131 -4.589
H 2.447 -0.564 -2.513
H 3.377 0.979 -2.502
H 4.107 0.588 -0.202
H 3.489 -1.057 -0.219
H -0.278 2.353 1.171
H 1.429 -2.302 -0.540
H 0.295 -2.370 0.821
H 2.033 -2.275 1.113
```

Results of the Mulliken charge analysis, in e, for atoms 1 through 8: 0.29, -0.47, 0.59, -0.60, -0.57, -0.29, -0.57, 0.64

=====

Look up the 2S+1 of the second one.
5

=====

What is the formula in the third record?
C16H29N8NiO9S

=====

Number 2 is which compound?
C16H29N5O6PPtS2